[1]
Here is 2 unconnected molecules or ions with the total composition C11H21N4 from the Open Molecules 2025 dataset. Energies are from ωB97M-V/def2-TZVPD.

The geometry in XYZ format:
```
36
C11H21N4 (ωB97M-V/def2-TZVPD)
C -2.539 -1.066 2.460
C -2.332 -0.254 1.360
C -1.796 -2.210 2.593
C -0.626 -1.776 0.734
C -1.307 -0.628 0.429
C 0.222 3.005 0.473
C 2.869 -0.445 1.551
C -1.070 -1.294 -2.433
C 0.276 0.671 -2.729
C -0.975 0.320 -0.558
C 0.713 1.522 0.553
N -0.948 -2.613 1.654
N 2.375 -0.100 0.227
N 1.862 1.097 -0.104
N -0.323 -0.326 -1.709
H -3.283 -0.731 3.178
H -3.000 0.517 0.967
H -1.984 -3.025 3.238
H 0.334 -2.097 0.326
H 1.037 3.653 0.164
H -0.381 3.037 -0.450
H -0.394 3.151 1.409
H 2.098 -0.668 2.200
H 3.553 -1.396 1.486
H 3.546 0.426 1.901
H -0.426 -1.609 -3.201
H -1.534 -2.090 -1.906
H -1.807 -0.739 -2.978
H 0.913 0.311 -3.478
H -0.513 1.312 -3.155
H 0.843 1.337 -2.183
H -1.650 1.148 -0.911
H 0.428 1.045 1.525
H 2.886 -0.465 -0.547
H 2.379 1.761 -0.755
H 0.552 -0.782 -1.333
```

Summary:
Multiplicity: 3
Kohn-Sham gap (alpha / beta) (eV): 5.9 / 7.0
Charge: +1
HOMO (alpha / beta) (eV): -8.51 / -11.86

Results of the Löwdin charge analysis, in e, for atoms 1 through 5: -0.034 0.015 -0.105 -0.154 -0.245

---

[2]
Here is C11H21N5O3 in the gas phase from the Open Molecules 2025 dataset. Energies are from ωB97M-V/def2-TZVPD.

The geometry in XYZ format:
```
40
C11H21N5O3 (ωB97M-V/def2-TZVPD)
H 4.574 -2.897 -0.787
N 4.945 -2.462 0.056
C 4.546 -1.282 0.269
N 4.866 -0.566 1.424
N 3.737 -0.508 -0.521
C 3.692 0.932 -0.631
C 2.419 1.445 0.057
C 1.095 0.995 -0.576
C -0.140 1.577 0.132
N -1.297 0.831 -0.334
C -2.447 0.802 0.307
O -2.652 1.478 1.322
C -3.548 -0.120 -0.204
C -4.112 -1.023 0.908
C -3.967 -2.447 0.402
C -2.842 -2.306 -0.618
N -3.020 -1.022 -1.281
C -0.249 3.069 -0.108
O 0.403 3.728 -0.881
O -1.261 3.620 0.559
H 5.333 -1.136 2.129
H 4.013 -0.138 1.703
H 3.555 -1.038 -1.392
H 4.622 1.374 -0.237
H 3.774 1.245 -1.704
H 2.461 2.530 0.006
H 2.572 1.123 1.124
H 0.987 1.260 -1.627
H 1.020 -0.089 -0.509
H 0.006 1.514 1.262
H -1.156 0.124 -1.072
H -4.361 0.445 -0.692
H -3.546 -0.857 1.819
H -5.144 -0.736 1.155
H -3.841 -3.227 1.128
H -4.903 -2.555 -0.174
H -2.805 -3.124 -1.342
H -1.853 -2.318 -0.129
H -3.726 -1.163 -1.958
H -1.747 2.925 1.013
```

Summary:
Kohn-Sham gap (eV): 9.3
HOMO (eV): -8.88
Structure (SMILES): [H]/N=C(/N)NCCC[C@H](NC(=O)[C@@H]1CCCN1)C(=O)O

Results of the Löwdin charge analysis, in e, for atoms 1 through 5: 0.032 0.100 -0.605 0.117 0.004

---

[3]
Here is C11H21N5O5 in the gas phase from the Open Molecules 2025 dataset. Energies are from ωB97M-V/def2-TZVPD.

The geometry in XYZ format:
```
42
C11H21N5O5 (ωB97M-V/def2-TZVPD)
H -1.181 -2.978 -3.210
N -1.075 -1.994 -2.932
C 0.194 -1.642 -2.798
N 1.345 -2.568 -2.852
N 0.547 -0.410 -2.531
C 1.902 0.069 -2.653
C 2.098 1.601 -2.551
C 2.044 2.031 -1.090
C 0.727 1.695 -0.384
N -0.215 2.575 -1.050
C 0.690 1.962 1.089
O 0.919 3.144 1.413
N 0.588 1.009 2.014
C 0.317 -0.424 1.896
C -1.107 -0.811 1.790
C -2.170 -0.183 2.786
C -3.544 -0.719 2.420
O -4.421 -0.753 3.268
O -3.666 -1.058 1.112
C 1.246 -0.948 0.784
O 0.881 -1.723 -0.049
O 2.451 -0.563 1.041
H 1.119 -3.483 -3.212
H 1.593 -2.784 -1.866
H -0.118 0.351 -2.528
H 2.465 -0.452 -1.924
H 2.148 -0.264 -3.689
H 3.159 1.882 -2.875
H 1.387 2.095 -3.210
H 2.356 3.136 -0.903
H 2.933 1.522 -0.731
H 0.513 0.706 -0.619
H -0.086 3.585 -0.974
H -1.214 2.467 -0.865
H 0.735 1.341 3.006
H 0.664 -1.058 2.700
H -1.133 -1.890 1.851
H -1.441 -0.593 0.726
H -1.898 -0.506 3.779
H -2.338 0.846 2.689
H -4.595 -1.293 0.954
H 2.900 -1.070 0.347
```

Summary:
Kohn-Sham gap (eV): 8.4
HOMO (eV): -8.21
Structure (SMILES): [H]/N=C(\N)NCCC[C@H](N)C(=O)N[C@@H](CCC(=O)O)C(=O)O

Results of the Löwdin charge analysis, in e, for atoms 1 through 5: 0.016 0.071 -0.547 0.085 0.006

---

[4]
Here is a molecular structure, C11H22AsN2O6PdSSb from the Open Molecules 2025 dataset. Energies are from ωB97M-V/def2-TZVPD.

The geometry in XYZ format:
```
45
C11H22AsN2O6PdSSb (ωB97M-V/def2-TZVPD)
Pd 0.716 0.177 0.605
O 4.754 -0.487 1.985
As 3.180 -0.470 0.939
O 2.409 -1.824 1.511
O 3.896 -0.594 -0.526
C 2.538 1.120 1.915
C 2.758 1.021 3.295
C 2.397 2.044 4.155
C 1.765 3.181 3.658
C 1.481 3.267 2.306
C 1.865 2.251 1.431
S 1.284 2.509 -0.267
O -0.183 2.368 -0.159
O 1.660 3.894 -0.549
O 1.917 1.553 -1.163
H 5.379 -0.767 1.305
H 3.247 0.131 3.670
H 2.607 1.966 5.216
H 1.495 3.995 4.322
H 0.958 4.118 1.889
N -2.294 0.084 0.810
C -2.828 0.424 2.123
C -2.006 -0.247 3.217
N -0.641 0.230 3.172
H -1.303 0.401 0.724
H -2.790 0.595 0.088
H -3.855 0.046 2.187
H -2.863 1.510 2.318
H -1.986 -1.319 3.010
H -2.495 -0.088 4.193
H -0.001 -0.322 3.720
H -0.547 1.211 3.402
C 0.976 -4.260 -0.034
Sb -0.074 -2.389 0.383
C -1.847 -3.112 -0.742
C 0.735 -1.545 -1.457
H 1.203 -4.307 -1.101
H 0.347 -5.111 0.244
H 1.903 -4.274 0.537
H -1.544 -3.823 -1.517
H -2.383 -2.281 -1.205
H -2.539 -3.621 -0.062
H 0.326 -2.081 -2.317
H 1.818 -1.647 -1.405
H 0.510 -0.482 -1.577
```

Summary:
Kohn-Sham gap (eV): 6.1
Charge: -2
HOMO (eV): -1.00

Results of the Löwdin charge analysis, in e, for atoms 1 through 5: 0.167 -0.348 0.790 -0.606 -0.512

---

Going through the records in order, we get max |F| values of 4.510 3.252 4.848 2.037 eV/Å.
Going through the records in order, we get ΔE to the lowest compared entry with this formula, charge and spin values of 0.0 18.5 64.2 52.5 kcal per mole.